one | Computed, not measured: a cluster of 2 separate species, C4H12S in total, with ωB97M-V with the def2-TZVPD basis set.

Values from the calculation:
SMILES string   CSC.CC
HOMO energy   -8.67 eV
Frontier orbital gap   9.69 eV

ORCA input file:
```
! wB97M-V def2-TZVPD RIJCOSX def2/J DEFGRID3
* xyz 0 1
C -2.38019 0.26749 -1.30434
C -3.07561 -0.88143 -0.42896
H -1.28815 0.27214 -1.24775
H -2.67613 0.31980 -2.38204
H -2.79361 1.19318 -0.81411
H -3.30959 -1.96303 -0.68638
H -4.00294 -0.52306 -0.08406
H -2.30433 -0.96825 0.34406
C 2.34887 1.02956 -0.22611
S 0.80172 0.44400 0.48412
C 1.54386 -1.12832 1.06233
H 3.23542 0.73407 0.32135
H 2.49509 0.64600 -1.14220
H 2.35491 2.04394 -0.47211
H 0.75483 -1.80172 1.76450
H 2.28761 -0.84139 1.78413
H 1.79785 -1.93953 0.25112
*
```


two | Computed, not measured: a cluster of 2 separate species, C4H12S in total, with ωB97M-V with the def2-TZVPD basis set.

Values from the calculation:
SMILES string   CSC.CC
HOMO energy   -8.56 eV
Frontier orbital gap   9.53 eV

ORCA input file:
```
! wB97M-V def2-TZVPD RIJCOSX def2/J DEFGRID3
* xyz 0 1
C -0.44174 -1.28700 -1.69563
C 0.88666 -2.12617 -1.72235
H -0.75438 -1.12817 -2.75079
H -1.18411 -1.67430 -1.06331
H -0.22969 -0.27449 -1.33806
H 0.77242 -2.88576 -2.51122
H 1.15011 -2.47254 -0.83833
H 1.65058 -1.51719 -2.03693
C -1.52868 1.83960 0.85251
C 1.12001 1.07117 2.26495
S -0.83470 1.03418 2.38818
H -1.27244 1.31368 -0.13573
H -2.59576 1.81248 0.87122
H -1.15073 2.93829 0.86271
H 1.37567 0.86608 1.30666
H 1.57663 0.39033 3.00171
H 1.46013 2.09980 2.54438
*
```


It turns out two is the most stable, with the second structure 0.0148 hartree higher.


one | Computed, not measured: a cluster of 4 separate species, C12H33IN3O3 in total, with ωB97M-V with the def2-TZVPD basis set.

Values from the calculation:
HOMO energy   -4.23 eV
Frontier orbital gap   7.36 eV

ORCA input file:
```
! wB97M-V def2-TZVPD RIJCOSX def2/J DEFGRID3
* xyz -1 1
I 0.68950 -0.93749 1.70134
C 4.94629 -1.41585 -1.37308
C 4.04493 -0.32361 -1.88404
C 2.71712 -0.86578 -2.12568
O 1.90588 -0.03513 -2.84810
C 0.55740 -0.44282 -2.90285
N 3.92419 0.78408 -0.86480
H 5.10553 -2.24096 -2.06329
H 4.61175 -1.82471 -0.40233
H 5.92746 -0.96641 -1.25506
H 4.46557 0.11452 -2.82213
H 2.30112 -1.10080 -1.13903
H 2.85758 -1.82811 -2.64839
H -0.05054 0.26845 -3.51345
H 0.12814 -0.47279 -1.88570
H 0.52501 -1.44926 -3.28820
H 4.40171 0.67189 0.01314
H 3.74384 1.72192 -1.15184
C -4.73043 -1.73331 -0.04430
C -3.25059 -1.54214 0.38320
C -2.69809 -2.72999 1.13663
O -3.30560 -3.25594 2.34765
C -2.96262 -2.40056 3.42220
N -2.46512 -1.50248 -0.91846
H -4.68846 -2.58085 -0.73524
H -5.02134 -0.82337 -0.55549
H -5.45117 -1.99916 0.74283
H -3.04103 -0.60168 0.86012
H -1.63264 -2.66372 1.38253
H -2.79672 -3.56884 0.43702
H -3.37606 -1.40442 3.25205
H -1.89180 -2.30974 3.54139
H -3.40793 -2.78654 4.34258
H -1.74031 -0.78629 -0.85421
H -1.96124 -2.38512 -1.06361
C -2.17447 2.79853 0.58624
C -0.70568 2.96821 0.09926
C 0.23518 2.97159 1.30393
O 1.49739 3.22961 0.76086
C 2.52183 2.76543 1.57476
N -0.38998 1.90239 -0.85166
H -2.35078 1.79523 0.99375
H -2.86728 2.91721 -0.25927
H -2.45555 3.43862 1.42160
H -0.58913 3.94042 -0.39121
H 0.14965 1.96466 1.74660
H 0.05056 3.69604 2.10895
H 3.53573 3.05795 1.29887
H 2.52526 1.66740 1.60779
H 2.27413 3.05420 2.59537
H -0.03952 1.03542 -0.40706
H 0.40133 2.21410 -1.41217
*
```


two | Computed, not measured: a cluster of 4 separate species, C12H33IN3O3 in total, with ωB97M-V with the def2-TZVPD basis set.

Values from the calculation:
HOMO energy   -4.08 eV
Frontier orbital gap   7.06 eV

ORCA input file:
```
! wB97M-V def2-TZVPD RIJCOSX def2/J DEFGRID3
* xyz -1 1
I -13.99620 -13.60217 7.50479
C -15.70527 -14.78805 3.25782
C -16.70966 -15.20666 4.34057
C -16.32533 -16.49177 5.04282
O -17.24312 -16.75244 6.07415
C -17.16820 -18.12290 6.46103
N -16.81217 -14.13614 5.28640
H -15.63272 -15.45265 2.39691
H -14.68786 -14.79607 3.64887
H -15.86761 -13.81537 2.79345
H -17.64904 -15.38342 3.81672
H -15.30519 -16.55448 5.42162
H -16.51924 -17.24363 4.27784
H -17.18763 -18.79801 5.60549
H -18.03368 -18.43054 7.04789
H -16.34423 -18.24503 7.16406
H -17.02521 -13.26824 4.81581
H -15.84951 -13.92949 5.51151
C -16.98152 -14.50212 10.78094
C -17.70681 -14.48302 9.45154
C -17.77898 -13.03335 8.83959
O -18.22893 -13.23893 7.48445
C -18.62297 -12.02402 6.92632
N -17.06320 -15.42628 8.51794
H -17.53827 -13.89550 11.49519
H -15.97573 -14.19819 10.49092
H -16.83907 -15.47081 11.25994
H -18.74058 -14.81122 9.55973
H -16.85199 -12.46152 8.79704
H -18.48594 -12.48548 9.46260
H -17.71891 -11.47156 6.67027
H -19.32548 -11.44896 7.52955
H -19.15415 -12.34093 6.02882
H -17.09598 -16.29138 9.03815
H -16.08069 -15.20176 8.58390
C -9.88869 -14.57293 8.39696
C -9.47363 -13.73527 7.15539
C -9.24599 -14.51516 5.83712
O -9.03043 -13.58236 4.75408
C -8.71879 -14.20526 3.52135
N -10.40734 -12.59217 7.03550
H -10.02779 -13.92443 9.26195
H -9.17158 -15.35966 8.63131
H -10.85872 -15.03373 8.21036
H -8.46742 -13.43641 7.44919
H -10.12719 -15.13781 5.68254
H -8.38345 -15.16430 5.98796
H -8.56412 -13.46578 2.73564
H -9.38744 -14.97624 3.13848
H -7.75875 -14.71111 3.62401
H -10.36438 -12.17580 6.11631
H -11.39019 -12.78899 7.15948
*
```


It turns out one is the most stable, with the second structure 0.0453 hartree higher.


one | Computed, not measured: the ion C4H7N2O with charge +1, with ωB97M-V with the def2-TZVPD basis set.

Values from the calculation:
HOMO energy   -14.30 eV
Frontier orbital gap   8.59 eV

ORCA input file:
```
! wB97M-V def2-TZVPD RIJCOSX def2/J DEFGRID3
* xyz 1 1
C 0.59833 -1.62791 0.15361
C -1.37732 -0.09710 0.42528
C 1.00212 0.56715 0.16734
C 0.75408 1.95628 0.15884
N 0.02781 -0.28299 0.30506
N -0.14884 -2.33864 -0.64672
O -1.88426 0.88910 0.12452
H -1.80873 -0.94650 0.85746
H 2.01814 0.03003 0.04715
H -0.07123 2.15581 0.82020
H 0.24780 2.14727 -0.74261
H 1.49498 2.66559 0.24815
H 0.18505 -3.24707 -0.87946
H -1.03793 -1.87102 -1.03884
*
```


two | Computed, not measured: the ion C4H7N2O with charge +1, with ωB97M-V with the def2-TZVPD basis set.

Values from the calculation:
SMILES string   OC[N+]1=NC=CC1
HOMO energy   -14.99 eV
Frontier orbital gap   8.88 eV

ORCA input file:
```
! wB97M-V def2-TZVPD RIJCOSX def2/J DEFGRID3
* xyz 1 1
C -1.04489 1.61888 0.16248
C 0.27905 1.96809 0.00074
C -1.18640 0.16770 0.26144
C 0.57216 -1.51852 -0.21217
N 0.14265 -0.21279 -0.10314
N 0.94824 0.80060 -0.14953
O 1.89734 -1.44147 0.21340
H -1.85018 2.21165 0.33413
H 0.82053 3.01442 -0.03881
H -1.50435 -0.17667 1.22351
H -1.78151 -0.25026 -0.53096
H 0.46699 -1.73375 -1.40012
H 2.38940 -2.22910 -0.03655
H -0.14903 -2.21878 0.27559
*
```


three | Computed, not measured: a cluster of 2 separate species, C4H7N2O in total, with ωB97M-V with the def2-TZVPD basis set.

Values from the calculation:
HOMO energy   -13.86 eV
Frontier orbital gap   8.47 eV

ORCA input file:
```
! wB97M-V def2-TZVPD RIJCOSX def2/J DEFGRID3
* xyz 1 1
C -0.47705 -2.26083 0.23270
C 1.71052 -1.35003 -0.21256
C -2.12192 0.88072 -0.51538
C -1.28765 0.68420 0.48434
N 0.45556 -1.48548 0.14452
N 2.24829 -0.17967 -0.18513
O -1.44047 -2.83500 0.36012
H 2.49592 -2.16993 -0.51536
H -2.09750 1.66989 -1.31751
H -3.05440 0.28084 -0.74875
H -0.44648 1.42810 0.56826
H -1.44536 -0.21992 1.18948
H 3.12189 0.01520 -0.65621
H 1.51955 0.58257 -0.11841
*
```


four | Computed, not measured: a structure of composition C4H7N2O, with ωB97M-V with the def2-TZVPD basis set.

Values from the calculation:
HOMO energy   -15.33 eV
Frontier orbital gap   10.59 eV

ORCA input file:
```
! wB97M-V def2-TZVPD RIJCOSX def2/J DEFGRID3
* xyz 1 1
C 0.66139 -0.41837 0.56097
C -0.56965 -0.05034 0.33295
C 1.75059 0.10518 -0.48549
C -1.93377 0.18580 0.57231
N 1.01460 0.79479 -1.44026
N -0.22069 1.03779 -1.21879
O -1.00917 1.74013 -1.74605
H 1.06391 -1.25178 1.02082
H 2.49567 0.77069 0.14073
H 2.19492 -0.85336 -0.90807
H -2.07897 1.00962 1.25701
H -2.42480 -0.64515 0.92654
H -2.38297 0.34884 -0.31808
H 1.47951 1.21896 -2.20412
*
```


It turns out three is the most stable, with the second structure 0.0340 hartree higher.